Record 1
89
Properties=species:S:1:pos:R:3:forces:R:3:lowdin_charge:R:1 method="wB97M-V/def2-TZVPD" e_lumo_ev=-3.22 e_above_lowest_kcal_mol=16.0 charge=+1 orbital_gap_ev=7.37
Ti 0.41932 0.18430 0.28288 2.14 -0.96 1.56 1.026
I 2.01540 -2.56090 -6.62020 -0.22 0.25 0.49 0.881
C 1.31398 -1.65084 -4.84298 0.20 -0.21 -0.39 -0.698
C 0.83084 -0.35112 -4.87388 0.04 -0.21 -0.13 -0.199
C 0.39052 0.22227 -3.70147 -0.34 0.64 0.77 -0.570
I -0.20132 2.23972 -3.61482 -0.03 -0.24 -0.36 1.061
C 0.38149 -0.46027 -2.47551 0.64 -0.84 -2.10 -0.405
O -0.09307 0.11077 -1.39358 -1.24 0.35 -0.62 -0.238
C 0.94818 -1.75204 -2.46496 -0.29 0.39 0.40 -0.162
C 1.10980 -2.44664 -1.14459 -0.39 -0.28 -0.38 -0.119
N 1.91122 -1.61659 -0.22144 -0.29 0.26 0.59 -0.088
C 3.22880 -1.22257 -0.73708 0.35 0.19 -0.15 -0.100
C 3.22023 0.22919 -1.16983 0.33 -0.29 -0.16 -0.225
C 4.19836 0.75826 -2.00770 -0.21 -0.01 0.24 0.019
C 4.16720 2.10881 -2.31571 -0.20 -0.06 0.21 -0.012
C 3.15977 2.89313 -1.77308 -0.09 -0.21 0.07 -0.039
C 2.22665 2.28774 -0.95023 0.07 0.58 -0.19 -0.179
N 2.25457 0.98972 -0.65021 0.06 -0.17 0.21 0.028
C 1.39245 -2.33432 -3.64046 0.01 -0.02 -0.16 -0.105
H 0.79452 0.19520 -5.80146 0.03 0.13 -0.08 0.091
H 1.58146 -3.42705 -1.30305 -0.09 0.19 0.09 0.141
H 0.12795 -2.59201 -0.66763 0.25 -0.06 -0.06 0.117
H 2.02025 -2.16551 0.63554 -0.12 0.38 -0.18 0.118
H 3.55697 -1.86037 -1.57128 -0.13 0.13 0.22 0.141
H 3.98224 -1.31814 0.05867 -0.24 -0.07 -0.11 0.143
H 4.98101 0.12596 -2.39402 0.04 -0.15 -0.07 0.126
H 4.91562 2.54562 -2.95848 0.07 0.01 -0.07 0.123
H 3.09008 3.94871 -1.98665 -0.03 0.03 0.02 0.123
H 1.42920 2.86346 -0.49458 0.09 -0.04 -0.07 0.096
H 1.79749 -3.33694 -3.61817 0.05 -0.03 0.04 0.107
C -3.70570 2.03253 -1.91264 -0.03 -0.04 0.01 -0.049
C -3.22222 0.77101 -1.26165 -0.02 -0.20 -0.15 -0.266
C -2.92830 -0.35727 -2.01881 -0.11 0.10 0.14 -0.026
C -2.69546 -1.58995 -1.41930 -0.04 -0.04 0.16 -0.273
C -2.54142 -2.81896 -2.26917 -0.05 0.06 0.01 -0.035
C -2.72242 -1.67938 -0.03252 -0.24 0.07 -0.17 -0.037
C -2.99303 -0.55996 0.75368 -0.16 -0.02 -0.04 -0.280
C -3.26154 -0.68637 2.22551 -0.01 -0.04 -0.13 -0.029
C -3.21115 0.66244 0.12494 -0.08 -0.17 -0.05 -0.018
H -4.77033 1.92924 -2.13242 -0.02 0.07 0.00 0.094
H -3.19778 2.23930 -2.85093 0.04 0.01 -0.04 0.023
H -3.58633 2.87832 -1.24145 0.01 0.16 0.00 0.062
H -2.93097 -0.29355 -3.09827 -0.04 0.05 -0.18 0.128
H -3.50664 -3.06149 -2.71390 0.00 -0.10 -0.09 0.091
H -2.22776 -3.67551 -1.67714 0.07 -0.09 0.02 0.078
H -1.83415 -2.66313 -3.08333 0.06 -0.02 -0.05 0.073
H -2.62462 -2.64624 0.44580 0.13 -0.05 0.03 0.123
H -4.33986 -0.77766 2.36555 -0.04 0.01 0.11 0.096
H -2.92460 0.19715 2.76231 0.00 0.00 0.07 0.060
H -2.79060 -1.56789 2.64960 0.05 -0.07 0.05 0.067
H -3.49878 1.51512 0.72499 0.04 0.09 0.08 0.114
C -0.15363 -1.22352 1.55853 -0.01 -0.67 0.33 -0.087
C -0.12980 -2.00462 2.49022 -0.13 0.13 -0.40 -0.080
C -0.00760 -2.80177 3.65476 0.08 -0.09 0.36 -0.256
C 0.22985 -4.17502 3.60265 -0.01 0.01 -0.05 -0.027
C 0.53537 -4.86054 4.76371 0.06 -0.10 0.04 -0.070
C 0.60454 -4.18958 5.97315 -0.03 0.02 0.07 -0.070
C 0.30598 -2.83737 6.03979 0.03 -0.02 0.12 -0.066
C -0.00510 -2.14545 4.88843 -0.01 0.01 0.03 -0.039
H 0.18471 -4.69488 2.65608 0.04 0.01 -0.07 0.115
H 0.74374 -5.91953 4.73489 -0.01 -0.08 -0.07 0.109
H 0.89259 -4.71818 6.86767 -0.03 -0.10 0.11 0.108
H 0.33453 -2.32357 6.98920 -0.01 0.04 0.06 0.110
H -0.23603 -1.08971 4.92488 0.04 0.07 -0.02 0.112
C 1.51070 2.38490 4.43359 -0.20 -0.34 -0.79 -0.150
Si 1.88164 1.64252 2.71741 1.80 -0.02 0.72 0.526
C 3.22148 2.76113 1.91121 -0.64 -0.50 0.31 -0.154
C 2.68638 -0.08729 2.92710 -0.39 0.74 -0.10 -0.133
N 0.51506 1.46684 1.62961 0.04 0.23 -0.09 -0.202
C -0.63758 2.22395 1.84498 -0.89 1.05 0.02 -0.359
C -1.29909 2.21041 3.07673 0.05 -0.18 -0.13 -0.069
C -2.37247 3.04557 3.31740 0.02 0.00 0.02 -0.063
C -2.81181 3.91870 2.33547 -0.06 0.03 -0.17 -0.074
C -2.19971 3.91026 1.09211 -0.06 0.05 0.03 -0.086
C -1.13518 3.06083 0.84021 0.26 -0.01 0.00 -0.046
H 2.43470 2.66873 4.92534 0.32 -0.01 -0.08 0.037
H 1.00524 1.68418 5.08829 -0.16 -0.18 0.10 0.024
H 0.89341 3.27305 4.35545 -0.11 0.20 0.00 0.034
H 3.89462 3.14018 2.67174 0.09 0.06 0.28 0.034
H 2.79207 3.61754 1.40299 -0.09 0.22 -0.08 0.028
H 3.83036 2.21139 1.19933 0.06 -0.10 -0.13 0.018
H 3.71276 0.01576 3.26771 0.21 0.13 0.01 0.042
H 2.70004 -0.62897 1.98225 0.08 -0.06 -0.03 -0.011
H 2.16526 -0.70090 3.65588 -0.19 -0.09 0.03 0.021
H -0.95602 1.52823 3.83874 0.01 -0.06 0.11 0.102
H -2.86175 3.02548 4.28032 -0.02 -0.02 0.07 0.115
H -3.63181 4.59119 2.53419 -0.07 0.06 0.01 0.109
H -2.53743 4.58544 0.31898 -0.05 0.01 -0.07 0.110
H -0.66804 3.05704 -0.14340 -0.02 0.06 0.09 0.091

Record 2
100
Properties=species:S:1:pos:R:3:forces:R:3:lowdin_charge:R:1 method="wB97M-V/def2-TZVPD" e_lumo_ev=4.03 e_above_lowest_kcal_mol=67.6 charge=-2 orbital_gap_ev=6.23
Y 0.79590 -0.59907 -0.65110 1.33 -0.38 0.36 1.209
C -0.54873 -0.78714 -4.41243 -0.12 0.05 -0.05 -0.062
C -0.86727 -1.63554 -3.21893 0.06 -0.04 0.03 -0.314
N 0.09414 -2.29320 -2.67671 -0.22 -0.01 -0.37 -0.029
N -0.29461 -3.22494 -1.71619 0.07 0.11 0.01 -0.094
C 0.72311 -3.75930 -1.10421 -0.18 0.08 -0.09 -1.161
S 2.35447 -3.23899 -1.16419 -0.04 0.08 -0.02 0.506
S 0.36377 -5.16667 -0.07183 0.16 -0.01 0.05 0.895
C -1.42617 -5.04198 0.23579 -0.11 0.00 0.05 -0.415
C -1.78717 -4.82673 1.72552 0.01 0.04 -0.06 -0.280
C -1.10849 -3.33809 3.81227 -0.04 0.05 0.02 -0.139
C -2.06192 -4.01323 4.69051 -0.05 -0.05 0.07 -0.059
C -2.48211 -5.29081 4.69227 0.01 0.04 0.01 -0.122
C -2.11647 -6.33056 3.73574 0.01 0.03 -0.09 -0.129
C -1.77990 -6.13576 2.45733 0.02 -0.11 0.07 -0.084
C -2.23883 -1.59927 -2.65891 0.06 0.08 0.18 -0.140
C -3.36788 -2.06361 -3.31129 0.01 0.02 -0.02 -0.054
C -4.62058 -1.98032 -2.71335 0.00 -0.01 -0.02 -0.127
C -4.72723 -1.40984 -1.45032 -0.06 0.03 0.05 -0.114
C -3.61453 -0.91572 -0.78912 0.06 -0.01 -0.05 -0.017
C -2.34716 -0.99230 -1.38323 -0.06 0.04 -0.02 -0.371
O -1.28520 -0.49303 -0.79819 -0.52 0.19 -0.03 -0.275
H 0.37667 -1.11822 -4.87819 0.03 0.02 0.02 0.073
H -0.43580 0.26222 -4.12989 -0.02 -0.01 0.02 0.023
H -1.37547 -0.83593 -5.12717 0.03 -0.05 -0.02 0.077
H -1.90441 -5.95867 -0.11542 0.02 0.00 -0.03 0.067
H -1.78501 -4.22877 -0.39112 0.05 0.02 0.01 0.058
H -0.99953 -2.27493 3.99320 -0.01 -0.02 -0.04 0.120
H -2.46450 -3.38306 5.47947 0.02 0.02 0.00 0.097
H -3.14024 -5.59235 5.50220 0.00 -0.02 -0.01 0.079
H -2.12989 -7.35401 4.10195 -0.01 0.00 0.03 0.087
H -1.48724 -7.01019 1.88151 0.01 0.02 -0.03 0.101
H -3.26053 -2.51506 -4.29219 -0.01 -0.01 0.00 0.107
H -5.49790 -2.36295 -3.21980 0.00 0.00 -0.01 0.081
H -5.69722 -1.34387 -0.96915 0.00 -0.01 -0.02 0.090
H -3.68421 -0.46561 0.19386 -0.02 0.00 0.01 0.112
O 6.48586 3.65558 -1.93313 -0.06 0.02 -0.03 -0.098
C 5.39549 3.14454 -1.81154 0.02 -0.04 0.09 -1.043
S 4.34133 3.36193 -0.41179 0.10 0.06 -0.05 0.918
C 3.02003 2.32904 -0.94819 -0.08 -0.05 0.12 -1.192
C 3.15767 1.73987 -2.15364 -0.28 0.07 0.08 -1.206
S 1.96956 0.71278 -2.91021 0.28 -0.13 -0.17 0.458
S 4.65622 2.07931 -3.01565 0.09 0.02 -0.06 0.936
S 1.69067 2.11801 0.16064 -0.28 0.01 -0.02 0.502
C 2.71074 0.23673 2.77036 0.06 0.07 -0.04 -0.131
N 3.07004 -0.54291 1.59531 0.01 -0.22 0.00 -0.296
C 4.38854 -0.18426 1.10811 0.00 0.07 0.01 -0.108
C 3.04218 -1.95835 1.94525 -0.03 0.01 0.07 -0.235
C 1.64889 -2.44588 2.24237 0.06 -0.04 -0.12 -0.260
C 1.45938 -3.38149 3.18417 0.02 0.03 -0.07 -0.012
C 0.16593 -4.05689 3.35345 -0.01 -0.02 0.02 -0.145
C -0.90470 -3.73366 2.35383 0.03 -0.13 0.02 -0.312
C -0.59414 -2.61807 1.43852 0.02 0.11 -0.05 -0.145
C 0.58116 -1.96655 1.34605 -0.16 0.07 0.19 -0.214
H 3.41096 0.02982 3.60068 -0.02 0.01 0.01 0.085
H 1.70120 -0.02175 3.09045 -0.01 0.00 -0.01 0.057
H 2.73219 1.29791 2.53108 0.02 0.00 0.00 0.030
H 5.17998 -0.46917 1.82570 0.01 0.03 0.00 0.084
H 4.44474 0.89139 0.94568 -0.02 -0.01 -0.01 0.039
H 4.58520 -0.68950 0.16001 0.01 -0.03 0.01 0.091
H 3.71558 -2.15844 2.80094 -0.01 0.02 0.01 0.116
H 3.41667 -2.52106 1.08881 0.00 -0.02 0.01 0.051
H 2.30463 -3.75009 3.76031 -0.02 0.00 0.03 0.101
H 0.21265 -5.07624 3.71757 0.01 0.00 -0.01 0.135
H -2.81665 -4.43764 1.74291 0.00 -0.02 0.01 0.156
H -1.40302 -2.37380 0.75243 -0.03 0.04 0.06 0.087
C -0.70720 3.44478 4.65246 0.04 0.01 0.02 -0.088
N -1.13392 3.42448 3.28246 0.05 0.04 0.07 -0.175
C -0.88122 4.57005 2.42678 0.03 0.02 -0.03 -0.127
C -1.20169 4.04067 1.01956 -0.03 0.03 -0.01 -0.165
N -1.40574 2.62623 1.26144 -0.06 -0.01 0.00 0.019
C -1.28449 2.27936 2.55450 -0.07 -0.11 -0.21 -0.855
S -1.32393 0.72153 3.13266 -0.09 -0.03 0.11 0.630
H -1.28619 4.17713 5.22195 0.00 0.01 -0.01 0.079
H 0.35584 3.70438 4.72857 0.00 -0.01 0.00 0.088
H -0.85826 2.45360 5.07449 -0.01 -0.01 -0.02 0.037
H 0.16456 4.88763 2.51334 0.01 -0.04 -0.02 0.118
H -1.51521 5.41438 2.70979 0.00 0.01 0.00 0.112
H -0.36975 4.19258 0.33293 -0.04 0.06 0.16 0.057
H -2.09729 4.50802 0.60209 -0.01 -0.03 -0.01 0.115
H -1.49213 1.94069 0.52262 0.06 0.01 0.00 0.096
O 3.89532 5.28190 -4.27621 0.01 0.07 -0.07 -0.049
C 2.99853 5.61978 -3.24113 0.07 -0.06 -0.10 -0.244
N 1.85163 4.75126 -3.17508 -0.12 0.07 0.19 0.126
C 0.62284 5.14265 -3.59283 0.08 -0.11 -0.21 -0.445
O 0.38593 6.22604 -4.10887 -0.02 0.04 0.03 0.044
C -0.43880 4.10266 -3.41932 -0.01 0.01 0.09 -0.115
C -1.28412 3.80843 -4.47863 0.04 0.00 -0.02 -0.010
C -2.18766 2.77419 -4.33260 -0.04 -0.09 0.01 -0.059
C -2.22473 2.09115 -3.12319 -0.15 0.01 0.07 -0.139
N -1.46188 2.40553 -2.08280 -0.09 0.12 0.27 0.104
C -0.58381 3.39305 -2.23144 0.16 -0.16 -0.50 -0.116
H 4.28799 4.42089 -4.07875 -0.04 -0.04 0.04 0.021
H 2.63195 6.61594 -3.47227 -0.01 0.01 0.07 0.120
H 3.50248 5.61275 -2.27118 0.02 -0.04 -0.01 0.108
H 1.96819 3.80539 -2.82629 0.01 0.02 0.05 0.100
H -1.19661 4.36602 -5.40264 0.00 0.02 0.01 0.118
H -2.84502 2.47190 -5.13739 0.02 0.02 -0.02 0.099
H -2.89775 1.24989 -2.98460 -0.01 0.02 0.02 0.106
H 0.07141 3.58137 -1.38957 0.04 -0.03 -0.08 0.042